i.
{"formula": "C5H4", "method": "the ωB97M-V functional and the def2-TZVPD basis", "lumo_energy_ev": -0.45, "multiplicity": 1, "orbital_gap_ev": 8.28, "homo_energy_ev": -8.72, "species": ["C", "C", "C", "C", "C", "H", "H", "H", "H"], "xyz": [[0.0301, 1.0915, 0.7690], [0.2929, -0.0910, -0.1095], [1.2325, -0.8540, -0.7157], [0.4038, -2.1875, -0.6514], [-0.5116, -1.1364, -0.7716], [-0.5722, 1.8616, 0.2617], [0.9385, 1.5726, 1.1474], [-0.5605, 0.7348, 1.6169], [-1.2536, -0.9916, -1.5467]], "mulliken_charge": [-0.886, 0.813, -0.557, -0.234, -0.235, 0.275, 0.291, 0.294, 0.239]}



ii.
{"formula": "C5H4", "method": "the ωB97M-V functional and the def2-TZVPD basis", "lumo_energy_ev": [-1.21, -1.09], "multiplicity": 1, "orbital_gap_ev": [7.08, 6.55], "homo_energy_ev": [-8.30, -7.64], "species": ["C", "C", "C", "C", "C", "H", "H", "H", "H"], "xyz": [[2.7603, 0.0212, -0.2808], [1.5625, -0.0165, 0.1098], [-1.8726, -0.0923, -0.4877], [0.3872, 0.0659, 0.6563], [-0.9883, 0.1609, 0.5074], [3.7994, 0.0832, -0.2676], [-1.3020, -0.2524, -1.3759], [-1.4558, 0.2436, 1.4907], [-2.8907, -0.2135, -0.3522]], "mulliken_charge": [-0.512, 0.283, -0.692, -0.105, -0.187, 0.387, 0.263, 0.246, 0.317]}



Of them, the most stable is ii and the least stable is i.



i.
{"formula": "C5H34N2O10", "method": "the ωB97M-V functional and the def2-TZVPD basis", "lumo_energy_ev": -0.22, "smiles": "CC[C@H](C)NCN.O.O.O.O.O.O.O.O.O.O", "multiplicity": 1, "orbital_gap_ev": 8.32, "homo_energy_ev": -8.54, "species": ["C", "C", "C", "C", "N", "C", "N", "H", "H", "H", "H", "H", "H", "H", "H", "H", "H", "H", "H", "H", "H", "O", "H", "H", "O", "H", "H", "O", "H", "H", "O", "H", "H", "O", "H", "H", "O", "H", "H", "O", "H", "H", "O", "H", "H", "O", "H", "H", "O", "H", "H"], "xyz": [[-1.3393, 0.0935, 3.5638], [-1.2513, -0.2874, 2.1789], [-0.2317, 0.5450, 1.2460], [-0.8535, 0.7765, -0.1740], [1.1071, -0.1420, 1.2840], [2.2188, 0.3425, 0.4647], [2.4074, -0.2675, -0.8200], [-0.6455, -0.4749, 4.3494], [-1.2240, 1.1049, 3.7724], [-2.3670, -0.0453, 3.8457], [-0.9853, -1.3051, 1.9468], [-2.2090, -0.2691, 1.6973], [-0.0763, 1.5737, 1.7252], [-0.2138, 0.2582, -0.9505], [-1.8722, 0.3854, -0.4341], [-0.9437, 1.8181, -0.6037], [0.9272, -1.1812, 1.1055], [1.8344, 1.4913, 0.3877], [3.0897, 0.2487, 1.1169], [1.8360, -1.1453, -1.0121], [3.4096, -0.4430, -1.0893], [0.7582, 0.5350, -3.1595], [1.4954, 0.7919, -2.4803], [1.1724, 0.9630, -3.8713], [-0.1019, 3.4834, 2.3564], [-0.9745, 3.8952, 2.1899], [0.4463, 3.6088, 1.6094], [-2.5227, 2.6939, -2.0378], [-3.4003, 2.9419, -2.1679], [-2.3605, 1.8793, -2.6518], [2.2620, 0.3772, 4.2139], [1.5887, 1.0253, 4.1647], [2.2570, -0.0392, 3.4039], [0.4569, -2.1200, -3.0058], [0.3577, -1.0902, -2.8854], [1.0373, -2.1770, -3.6950], [-0.3385, -3.3203, 2.1089], [0.0735, -3.4418, 1.2140], [-0.8901, -3.9536, 2.4464], [0.6778, 3.7746, -0.7686], [0.0323, 3.9342, -1.3975], [0.8332, 2.7874, -0.7332], [-1.9171, 0.2092, -2.9517], [-2.2015, -0.6909, -2.7179], [-0.9204, 0.2030, -2.9687], [-2.2014, -2.4349, -2.5776], [-1.4788, -2.8357, -3.1763], [-2.2280, -2.9573, -1.7999], [1.6393, -3.4356, -0.4987], [1.3820, -3.6945, -1.4144], [2.4482, -3.9894, -0.3485]], "mulliken_charge": [-1.398, -0.284, 0.962, -0.654, -0.034, -0.360, -0.364, 0.163, 0.340, 0.442, 0.163, 0.430, -0.409, 0.022, 0.331, 0.096, 0.110, 0.010, 0.382, 0.176, 0.244, -0.583, 0.300, 0.245, -0.657, 0.306, 0.301, -0.638, 0.256, 0.362, -0.667, 0.305, 0.322, -0.608, 0.316, 0.177, -0.603, 0.302, 0.247, -0.648, 0.298, 0.299, -0.713, 0.412, 0.396, -0.681, 0.310, 0.292, -0.588, 0.283, 0.289]}



ii.
{"formula": "C5H34N2O10", "method": "the ωB97M-V functional and the def2-TZVPD basis", "lumo_energy_ev": -0.17, "smiles": "CC[C@@H](CN)NC.O.O.O.O.O.O.O.O.O.O", "multiplicity": 1, "orbital_gap_ev": 8.81, "homo_energy_ev": -8.98, "species": ["C", "C", "C", "C", "N", "N", "C", "H", "H", "H", "H", "H", "H", "H", "H", "H", "H", "H", "H", "H", "H", "O", "H", "H", "O", "H", "H", "O", "H", "H", "O", "H", "H", "O", "H", "H", "O", "H", "H", "O", "H", "H", "O", "H", "H", "O", "H", "H", "O", "H", "H"], "xyz": [[-1.3999, 3.3707, 1.1338], [-1.6657, 1.9569, 0.6852], [-0.4584, 1.0690, 1.0635], [-1.0429, -0.1649, 1.7926], [-0.2754, -1.2588, 2.2701], [0.3899, 0.6623, -0.1711], [0.0146, -0.4076, -1.2179], [-0.4477, 3.5834, 1.6821], [-1.6013, 4.1579, 0.3726], [-2.2948, 3.6412, 1.7999], [-1.8165, 2.0735, -0.4540], [-2.6071, 1.5633, 1.1100], [0.1675, 1.7258, 1.8814], [-1.6398, -0.6520, 1.0837], [-1.5969, 0.1717, 2.6696], [0.2784, -1.5809, 1.4887], [0.2965, -0.9841, 3.1020], [0.6853, 1.4803, -0.7457], [-0.9583, -0.9331, -0.9791], [0.0888, -0.1460, -2.2809], [0.8326, -1.1386, -1.2045], [-2.3758, -3.5677, 1.4883], [-1.4260, -3.6353, 1.6807], [-2.6302, -2.6242, 1.3363], [3.5142, 0.3896, -1.3581], [4.2052, 0.0694, -1.9932], [2.6994, 0.3134, -1.9227], [1.6441, -1.3379, -2.9618], [1.2603, -2.2605, -2.6381], [1.4110, -1.4288, -3.9253], [-0.2613, -3.7644, -1.0603], [0.6208, -3.6294, -0.5891], [-0.0128, -4.1871, -1.8637], [2.6610, -2.1864, -0.0238], [3.6307, -2.0440, -0.1098], [2.4197, -1.3938, 0.4606], [3.2542, 1.2102, 0.9328], [3.7229, 0.9604, 0.1841], [2.3042, 0.9335, 0.6393], [-3.7983, -0.1228, -0.6244], [-4.1282, -0.4051, -1.5034], [-2.9305, -0.2715, -0.6562], [1.0642, 3.6585, -1.6486], [1.1936, 4.0918, -0.6522], [0.1709, 3.6745, -1.8061], [-2.7219, -2.8972, -2.0572], [-3.4278, -2.8680, -1.3991], [-2.0364, -3.1473, -1.4025], [1.4713, 3.0873, 2.8998], [1.1239, 2.1875, 2.6964], [2.4287, 3.0058, 2.7960]], "mulliken_charge": [-0.940, -0.641, 2.419, -0.950, -0.438, 0.401, 0.032, 0.161, 0.318, 0.286, 0.147, 0.461, -1.840, -0.196, 0.731, 0.155, 0.276, 0.390, -0.405, 0.418, -0.286, -0.644, 0.302, 0.314, -0.613, 0.303, 0.182, -0.614, 0.306, 0.299, -0.616, 0.287, 0.248, -0.597, 0.307, 0.236, -0.682, 0.369, 0.305, -0.633, 0.280, 0.241, -0.679, 0.356, 0.299, -0.639, 0.379, 0.318, -0.655, 0.216, 0.326]}



Of them, the most stable is i and the least stable is ii.